# 1
Computed, not measured: a single FH2NO3S molecule, with ωB97M-V/def2-TZVPD.

```
8
Properties=species:S:1:pos:R:3:forces:R:3:nbo_charge:R:1
N -1.1382 0.4990 -0.5185 -1.7 -0.1 0.5 -0.49
O 1.6404 -0.7961 1.4696 0.3 -0.7 1.5 -0.86
O 0.7538 -0.9900 -0.8466 0.5 -1.6 -1.0 -0.92
O -0.4913 0.1366 0.8014 -1.1 0.7 -0.8 -0.59
F 1.6800 1.0511 -0.0663 -1.4 -1.5 0.9 -0.50
S 0.9095 -0.3405 0.3812 2.0 2.7 -1.8 2.61
H -1.2795 -0.4251 -1.0133 0.1 1.2 1.0 0.38
H -2.0747 0.8650 -0.2074 1.2 -0.6 -0.1 0.37
```
Positions in Å, forces in eV/Å.

As for the energy relative to the best compared isomer or geometry (same formula, charge and spin): 0.0 kcal per mole. As for the SMILES: NOS(=O)(=O)F. For the lowest unoccupied orbital energy, the calculation gives 0.481 eV. As for the total energy: -779.64530 a.u. The value obtained for the highest occupied orbital energy is -11.647 eV. The value obtained for the HOMO-LUMO gap is 12.1 eV.


# 2
Computed, not measured: a single FH2O2P molecule, with ωB97M-V/def2-TZVPD.

```
6
Properties=species:S:1:pos:R:3:forces:R:3:nbo_charge:R:1
O 0.5922 1.3110 -0.4735 1.3 0.9 0.4 -0.97
O 0.0469 -0.7754 0.9918 -0.1 2.3 -2.0 -0.40
F -0.7012 -1.9373 1.1513 -0.7 -0.6 -0.1 -0.17
P -0.5252 0.2278 -0.6619 -2.4 -1.3 3.8 1.15
H 0.4111 1.8143 0.3284 0.1 0.5 -0.1 0.51
H 0.1763 -0.6404 -1.3360 1.7 -1.8 -2.0 -0.12
```
Positions in Å, forces in eV/Å.

As for the energy relative to the best compared isomer or geometry (same formula, charge and spin): 146.3 kcal per mole. As for the SMILES: OPOF. For the lowest unoccupied orbital energy, the calculation gives 0.119 eV. As for the total energy: -592.74839 a.u. The value obtained for the highest occupied orbital energy is -9.974 eV. The value obtained for the HOMO-LUMO gap is 10.1 eV.


# 3
Computed, not measured: a single FH2OP molecule, with ωB97M-V/def2-TZVPD.

```
5
Properties=species:S:1:pos:R:3:forces:R:3:nbo_charge:R:1
O 0.3099 -0.9109 0.3725 -2.3 1.7 0.1 -0.38
F 1.6388 -1.2312 0.1800 1.3 0.5 -0.2 -0.15
P -0.1498 0.8896 0.2668 -0.9 -3.2 1.8 0.61
H -1.5751 0.3275 0.2516 1.7 0.8 0.3 -0.01
H -0.2238 0.9249 -1.0710 0.1 0.2 -2.0 -0.07
```
Positions in Å, forces in eV/Å.

As for the energy relative to the best compared isomer or geometry (same formula, charge and spin): 122.3 kcal per mole. As for the SMILES: FOP. For the lowest unoccupied orbital energy, the calculation gives -0.009 eV. As for the total energy: -517.48715 a.u. The value obtained for the highest occupied orbital energy is -10.389 eV. The value obtained for the HOMO-LUMO gap is 10.4 eV.


# 4
Computed, not measured: a molecular structure, FH2OY, with ωB97M-V/def2-TZVPD.

```
5
Properties=species:S:1:pos:R:3:forces:R:3:mulliken_charge:R:1
H -0.1521 1.3800 -0.0879 -1.3 4.9 0.1 0.47
F -0.9282 2.0756 -0.0729 2.6 -4.8 -0.1 -0.30
Y -1.1200 -0.6264 -0.0723 2.5 -0.8 0.1 2.09
O 0.9090 -0.9877 0.0089 -4.8 1.1 -0.2 -0.65
H 1.2913 -1.8414 0.2242 1.0 -0.4 0.1 0.38
```
Positions in Å, forces in eV/Å.

As for the total charge: +2. For the lowest unoccupied orbital energy (spin up / spin down), the calculation gives -12.531 / -12.531 eV. As for the total energy: -213.85501 a.u. The value obtained for the highest occupied orbital energy (spin up / spin down) is -22.513 / -22.512 eV. The value obtained for the HOMO-LUMO gap (spin up / spin down) is 10.0 / 10.0 eV.